#1
Entry from OMol25: an isolated molecule of C4H7N3O2S (the ωB97M-V functional and the def2-TZVPD basis).

Computed properties:
- Molecular weight: 161.2 g mol⁻¹
- Gap between HOMO and LUMO: 8.451 eV
- Net charge: 0

Last column: Löwdin charge in e.
Geometry (Å):
C: -2.0795 -0.9596 0.7422  -0.051
C: -0.6223 -0.7223 0.6710  -0.552
O: 0.1346 -1.6639 0.8437  0.066
N: -0.1316 0.5152 0.2813  -0.333
S: -1.3446 1.9481 0.0589  0.741
N: 1.1635 0.8657 0.3879  -0.170
C: 2.1023 0.4755 -0.9332  -0.085
O: 3.3523 0.4080 -0.3913  -0.021
C: 3.2303 0.5226 0.9388  -0.216
N: 2.0817 0.6994 1.3964  0.100
H: -2.7153 -0.8143 -0.1102  0.075
H: -2.2898 -2.0370 0.9010  0.105
H: -2.3828 -0.3349 1.5275  0.044
H: -1.7686 1.8195 1.4072  -0.103
H: 1.6264 -0.5206 -1.2030  0.130
H: 1.8794 1.3578 -1.6499  0.143
H: 4.1466 0.6921 1.4452  0.128



#2
Entry from OMol25: an isolated molecule of C4H7N3O2S (the ωB97M-V functional and the def2-TZVPD basis).

Computed properties:
- Molecular weight: 161.2 g mol⁻¹
- Gap between HOMO and LUMO (alpha / beta): 5.305 / 4.023 eV
- Net charge: 0

Last column: Löwdin charge in e.
Geometry (Å):
C: -1.6759 -0.6823 0.1028  -0.536
C: -0.4488 -0.9741 -0.6310  -0.348
C: 0.2527 1.3241 -0.0893  -0.464
C: 1.7654 -0.2007 -1.3450  0.029
N: -1.3589 -0.7169 1.4193  -0.168
N: -0.2446 -0.8622 2.1186  -0.046
N: 0.5202 0.0844 -0.5562  -0.126
O: -2.7810 -0.4096 -0.3279  0.056
O: -0.2666 -2.0581 -1.1651  0.135
S: -0.6840 1.8275 1.1986  0.966
H: 0.9827 2.0986 -0.5603  0.125
H: 1.5942 -1.1052 -1.9004  0.082
H: 1.7364 0.7125 -1.9992  0.111
H: 2.6082 -0.2724 -0.7077  0.084
H: -2.1058 -0.7472 2.1507  0.172
H: 0.5170 -1.1112 1.5015  0.006
H: -0.4113 3.0929 0.7904  -0.078



Top of the stability list: #1, leading by 138.7 kJ/mol.



#1
Entry from OMol25: a structure of composition C32H23ClF3N2O10PSTa (the ωB97M-V functional and the def2-TZVPD basis).

Computed properties:
- Molecular weight: 932.0 g mol⁻¹
- Gap between HOMO and LUMO: 7.407 eV
- Net charge: +1

Last column: Löwdin charge in e.
Geometry (Å):
Ta: -0.3314 -0.3848 0.9661  1.764
O: -3.9527 -2.6315 0.0580  0.220
C: -2.9239 -2.0489 0.6106  -0.408
O: -1.9293 -1.6993 -0.0232  -0.052
C: -2.9742 -1.8386 2.0633  -0.170
C: -3.9951 -2.1792 2.9192  0.066
C: -3.8289 -1.8798 4.2736  0.022
C: -2.6657 -1.2691 4.7007  0.074
C: -1.6919 -0.9619 3.7575  -0.156
N: -1.8542 -1.2438 2.4782  -0.001
C: -0.3757 -0.2846 4.0498  -0.551
O: -0.0524 0.0273 5.1627  0.152
O: 0.3149 -0.1258 2.9556  -0.222
H: -3.8157 -2.7085 -0.9015  0.165
H: -4.8899 -2.6546 2.5448  0.137
H: -4.6116 -2.1242 4.9784  0.128
H: -2.4815 -1.0098 5.7340  0.142
C: 2.7139 4.7711 -1.5851  -0.061
C: 3.1273 3.5307 -2.0483  -0.062
C: 2.2867 2.4326 -1.9375  -0.071
C: 1.0278 2.5730 -1.3559  -0.331
C: 0.6329 3.8152 -0.8535  -0.102
C: 1.4696 4.9105 -0.9854  -0.059
P: -0.0743 1.1449 -1.2490  1.102
C: -1.5665 1.5029 -2.2147  -0.313
C: -1.9262 2.7848 -2.6177  -0.063
C: -3.0999 2.9848 -3.3317  -0.056
C: -3.9156 1.9121 -3.6510  -0.065
C: -3.5534 0.6289 -3.2629  -0.068
C: -2.3875 0.4238 -2.5466  -0.091
C: 0.6485 -0.3066 -1.9745  -0.402
C: 1.0651 -0.5691 -3.2775  -0.067
C: 1.3440 -1.8748 -3.6295  -0.064
C: 1.1480 -2.8918 -2.6959  -0.062
C: 0.7135 -2.6154 -1.4086  -0.139
C: 0.4848 -1.2961 -0.9966  -0.302
H: 3.3670 5.6285 -1.6789  0.113
H: 4.1022 3.4167 -2.5033  0.110
H: 2.6117 1.4689 -2.3087  0.099
H: -0.3159 3.9197 -0.3440  0.096
H: 1.1573 5.8719 -0.6001  0.117
H: -1.2974 3.6326 -2.3906  0.096
H: -3.3713 3.9854 -3.6404  0.113
H: -4.8285 2.0720 -4.2090  0.111
H: -4.1804 -0.2123 -3.5298  0.106
H: -2.0986 -0.5801 -2.2588  0.092
H: 1.1421 0.2296 -4.0059  0.119
H: 1.6760 -2.1139 -4.6311  0.110
H: 1.3229 -3.9197 -2.9899  0.109
H: 0.5341 -3.4435 -0.7367  0.063
S: 0.4867 -2.7384 1.7704  0.802
C: 2.0953 -3.1342 1.2994  -0.633
N: 2.9909 -2.2018 0.9231  0.103
C: 4.2645 -2.4802 0.5714  -0.025
C: 4.7219 -3.7634 0.5954  -0.029
C: 3.8327 -4.7703 0.9948  -0.016
C: 2.5392 -4.4640 1.3398  -0.066
H: 2.6885 -1.2255 0.9075  0.107
H: 4.8666 -1.6296 0.2871  0.143
H: 5.7411 -3.9821 0.3171  0.119
H: 4.1643 -5.7996 1.0282  0.125
H: 1.8402 -5.2297 1.6419  0.116
O: -2.3090 1.8362 2.8451  -0.256
Cl: -2.7325 1.9350 1.4929  0.744
O: -2.1655 0.6841 0.7660  -0.536
O: -4.1285 1.8026 1.3402  -0.248
O: -2.1950 3.0537 0.8201  -0.265
F: 2.6732 2.2262 3.2877  0.204
C: 2.6851 2.2667 1.9616  -0.545
F: 3.8395 1.7489 1.5262  0.167
F: 2.6075 3.5286 1.5628  0.195
C: 1.5079 1.4360 1.4216  -0.520
O: 1.7461 0.2871 0.9162  -0.148
O: 0.3386 1.8134 1.5047  -0.026



#2
Entry from OMol25: a structure of composition C32H23ClF3N2O10PSTa (the ωB97M-V functional and the def2-TZVPD basis).

Computed properties:
- Molecular weight: 932.0 g mol⁻¹
- Gap between HOMO and LUMO: 7.550 eV
- Net charge: +1

Last column: Löwdin charge in e.
Geometry (Å):
Ta: -0.3102 -0.3160 0.2128  1.773
O: 1.3816 3.7673 2.5851  0.141
C: 0.8348 2.9476 1.6791  -0.447
O: 1.4290 2.4726 0.7556  0.119
C: -0.6345 2.7374 1.9271  -0.150
C: -1.3331 3.6130 2.7528  0.048
C: -2.7121 3.5240 2.8252  0.014
C: -3.3469 2.5556 2.0613  0.051
C: -2.5660 1.6963 1.3149  -0.228
N: -1.2336 1.7626 1.2406  0.024
C: -3.1954 0.5548 0.5699  -0.532
O: -4.3674 0.3544 0.4393  0.165
O: -2.2515 -0.2250 0.0591  -0.263
H: 2.3174 3.8606 2.3448  0.150
H: -0.7894 4.3678 3.2986  0.130
H: -3.2752 4.2014 3.4512  0.127
H: -4.4196 2.4254 2.0430  0.137
C: 0.7679 -3.5953 -5.1757  -0.063
C: 1.5613 -3.9499 -4.0913  -0.063
C: 1.8318 -3.0196 -3.1031  -0.110
C: 1.3188 -1.7258 -3.1986  -0.381
C: 0.5214 -1.3761 -4.2808  -0.068
C: 0.2501 -2.3126 -5.2682  -0.060
P: 1.6497 -0.5998 -1.8328  1.088
C: 3.4161 -0.2075 -1.8805  -0.334
C: 4.2568 -0.7051 -2.8726  -0.072
C: 5.5829 -0.2988 -2.9200  -0.065
C: 6.0712 0.5985 -1.9845  -0.066
C: 5.2325 1.1022 -0.9986  -0.055
C: 3.9080 0.7030 -0.9457  -0.086
C: 0.8598 0.9687 -2.2062  -0.406
C: 1.2177 1.8666 -3.2134  -0.061
C: 0.4375 2.9834 -3.4118  -0.051
C: -0.6954 3.1833 -2.6187  -0.053
C: -1.0174 2.3064 -1.6020  -0.086
C: -0.2117 1.1820 -1.3455  -0.290
H: 0.5518 -4.3217 -5.9477  0.110
H: 1.9626 -4.9510 -4.0129  0.112
H: 2.4414 -3.3064 -2.2527  0.116
H: 0.1044 -0.3804 -4.3573  0.106
H: -0.3695 -2.0369 -6.1108  0.110
H: 3.8829 -1.4052 -3.6074  0.101
H: 6.2333 -0.6879 -3.6916  0.110
H: 7.1060 0.9109 -2.0250  0.110
H: 5.6088 1.8063 -0.2693  0.113
H: 3.2610 1.1248 -0.1878  0.077
H: 2.0869 1.6758 -3.8324  0.122
H: 0.6843 3.6955 -4.1877  0.113
H: -1.3270 4.0438 -2.8005  0.112
H: -1.9017 2.5173 -1.0188  0.094
S: -0.9862 -0.5434 2.8589  0.808
C: -2.0208 -1.8766 3.1850  -0.626
N: -2.9897 -2.2511 2.3218  0.078
C: -3.8580 -3.2638 2.5306  -0.030
C: -3.8106 -3.9671 3.6985  -0.025
C: -2.8359 -3.6092 4.6410  -0.017
C: -1.9541 -2.5875 4.3928  -0.060
H: -3.0421 -1.7704 1.4299  0.095
H: -4.5546 -3.4513 1.7277  0.144
H: -4.5046 -4.7742 3.8723  0.119
H: -2.7670 -4.1509 5.5747  0.124
H: -1.1904 -2.3164 5.1055  0.116
O: -2.6807 -3.0510 -0.4327  -0.235
Cl: -1.2816 -2.9858 -0.5774  0.766
O: -0.6305 -2.5371 0.7089  -0.450
O: -0.7158 -4.1661 -1.0652  -0.195
O: -0.8680 -1.8146 -1.4035  -0.453
F: 2.9018 -2.4465 0.7528  0.153
C: 2.8036 -1.8892 1.9686  -0.561
F: 3.9548 -2.0369 2.6082  0.193
F: 1.8471 -2.5347 2.6372  0.162
C: 2.4776 -0.3927 1.8302  -0.461
O: 3.1919 0.4820 2.2153  0.179
O: 1.3222 -0.1684 1.2218  -0.311



Top of the stability list: #1, leading by 73.9 kJ/mol.